No. 1
The following is a DFT calculation (wB97M-V/def2-TZVPD) of a structure of composition C28H22N3O3S2SeSn.

Values from the calculation:
* spin multiplicity: 1
* DFT total energy: -132856.235 eV
* total charge: -1
* lowest unoccupied orbital energy: 2.2 eV

```
60
Properties=species:S:1:pos:R:3:forces:R:3:mulliken_charge:R:1
Sn 0.31127 0.02398 -1.06287 0.016 -0.084 -0.073 0.65
O 0.25464 2.83834 -0.77013 -0.141 -0.208 -0.270 -0.48
C -1.10116 3.18404 -0.61014 0.068 0.051 0.024 -0.61
C -2.12102 2.06605 -0.77639 0.075 0.057 -0.064 0.97
C -3.40237 2.48304 -0.99834 0.019 -0.023 -0.071 -1.13
C -4.46425 1.51377 -0.95387 -0.039 0.040 0.021 -0.29
C -4.17825 0.21269 -0.87795 0.046 -0.012 -0.053 -1.16
C -2.75625 -0.26213 -0.94375 0.019 -0.036 0.047 0.74
N -1.73941 0.77241 -0.63330 0.065 0.051 0.088 -0.27
H 0.67649 2.60513 0.07367 -0.053 0.201 0.054 0.47
H -1.31745 3.92134 -1.38566 -0.073 0.042 0.065 0.40
H -1.26825 3.67341 0.35553 0.033 -0.093 0.045 0.25
H -3.61186 3.54085 -1.08174 -0.003 0.014 0.000 0.36
H -5.49615 1.84938 -0.93499 -0.001 -0.005 -0.005 0.40
H -4.95204 -0.53858 -0.78177 -0.012 -0.025 -0.015 0.38
H -2.63800 -1.08080 -0.21990 -0.008 0.012 0.012 0.09
S 3.37040 -3.05392 3.54669 -0.068 0.013 0.054 -0.03
C 4.33377 -4.22879 4.32141 0.038 -0.013 -0.011 -0.49
C 4.20774 -5.45670 3.74306 -0.013 0.030 0.007 -0.52
C 3.29508 -5.44202 2.65992 0.009 0.013 0.005 -0.52
C 2.74474 -4.20671 2.43690 0.014 -0.011 -0.083 0.33
C 1.73970 -3.86136 1.41817 -0.005 -0.052 0.030 0.73
C 1.57558 -2.53517 0.94372 0.072 -0.019 -0.055 -0.15
N 0.69658 -2.22589 0.02213 -0.118 0.060 0.013 0.01
C -0.11049 -3.18589 -0.49982 -0.020 0.092 -0.062 -0.10
C -0.07407 -4.51646 -0.04594 0.013 -0.050 0.034 1.16
C -1.03629 -5.44830 -0.51578 0.018 0.063 0.000 -1.18
C -2.02340 -5.00484 -1.35126 0.004 0.001 0.013 -0.71
C -2.08766 -3.67135 -1.80235 -0.003 -0.011 -0.039 1.17
C -3.14155 -3.18400 -2.67010 -0.009 0.011 0.010 -0.95
C -3.26587 -1.87340 -2.92090 -0.035 -0.031 0.004 -0.31
C -2.29549 -0.90119 -2.28926 -0.026 0.014 0.006 0.57
N -1.00983 -1.50905 -1.96357 -0.027 -0.005 0.003 -0.66
C -1.08200 -2.75874 -1.46536 0.095 -0.040 0.097 -0.74
C -4.34323 -1.35531 -3.76613 0.031 -0.036 0.032 -0.03
C -5.58214 -1.89659 -3.98915 0.005 0.028 0.004 -0.51
C -6.37352 -1.13332 -4.88473 0.018 0.018 0.001 -0.53
C -5.72772 -0.01794 -5.32605 -0.019 -0.010 -0.023 -0.49
S -4.16166 0.10816 -4.65571 -0.010 0.034 0.010 -0.12
C 0.89763 -4.82641 0.92313 -0.034 0.011 0.002 -0.74
H 4.96116 -3.94755 5.15142 0.012 -0.001 0.002 0.41
H 4.75001 -6.33285 4.06744 0.005 -0.007 0.011 0.38
H 3.07022 -6.30748 2.05365 -0.014 -0.006 -0.021 0.39
H 2.17914 -1.72014 1.33458 0.009 0.018 0.037 -0.23
H -0.99951 -6.47482 -0.17486 0.003 -0.005 0.002 0.38
H -2.79634 -5.69105 -1.68233 -0.003 -0.001 -0.005 0.39
H -3.82196 -3.90052 -3.11886 0.003 0.002 -0.017 0.54
H -2.11885 -0.07205 -2.98610 -0.015 0.002 0.018 0.26
H -5.92277 -2.79492 -3.49491 0.000 -0.008 0.009 0.43
H -7.38216 -1.39276 -5.17300 -0.008 0.001 -0.005 0.38
H -6.09507 0.74194 -5.99598 -0.007 0.001 -0.008 0.42
H 0.94190 -5.83874 1.30732 0.013 -0.011 0.013 0.41
Se 3.74328 0.43356 2.15765 -0.059 0.077 -0.041 -0.48
C 3.17978 3.31230 1.25039 -0.010 -0.027 -0.031 -0.93
O 2.04639 2.45235 1.18649 0.109 0.094 0.169 -0.48
C 2.13493 1.13082 1.53685 0.000 -0.147 0.110 0.45
O 1.07455 0.52277 1.37338 0.035 -0.045 -0.112 -0.68
H 3.97011 2.95702 0.59102 -0.004 -0.007 -0.001 0.37
H 3.56884 3.36233 2.26577 -0.019 -0.004 0.012 0.34
H 2.81811 4.28650 0.92420 0.007 -0.019 0.002 0.28
```
Positions in Å, forces in eV/Å.

No. 2
The following is a DFT calculation (wB97M-V/def2-TZVPD) of an isolated molecule of C5H7NOS in a non-equilibrium geometry.

Values from the calculation:
* spin multiplicity: 1
* SMILES string: C[C@@H]1[C@H]2SNC(=O)[C@H]12
* DFT total energy: -19666.931 eV
* total charge: 0
* lowest unoccupied orbital energy: 0.7 eV

```
15
Properties=species:S:1:pos:R:3:forces:R:3:mulliken_charge:R:1
C 2.23829 -0.05672 -0.34923 2.223 0.530 1.951 -1.16
C 1.03768 -0.44793 0.42451 -1.395 -0.939 0.390 0.21
C -0.30212 -0.85556 -0.41803 -0.144 -2.194 3.488 -0.34
S -2.02008 -1.47538 -0.08616 1.332 -0.418 -0.091 -0.06
N -2.55176 0.18381 0.15434 -3.495 -0.850 -2.455 -0.33
C -1.52292 1.04917 0.12622 3.738 0.291 0.489 0.27
O -1.46525 2.17093 -0.22824 -1.253 2.723 -0.921 -0.54
C -0.30427 0.24813 0.55477 -0.072 0.257 1.179 -0.21
H 2.91818 -0.95126 -0.68333 -1.746 1.821 -0.171 0.30
H 1.88821 0.78337 -0.97567 1.076 -0.787 -0.618 0.37
H 2.92457 0.41038 0.49622 -1.181 -0.481 -1.802 0.28
H 1.30247 -0.88901 1.43253 -0.711 -0.028 -1.504 0.34
H -0.25589 -0.45375 -1.35359 0.417 0.705 -2.722 0.31
H -3.29758 0.39832 -0.61304 1.719 -0.166 2.092 0.35
H -0.58953 -0.11452 1.51873 -0.507 -0.465 0.693 0.23
```
Positions in Å, forces in eV/Å.

Relative energy (zero: lowest compared OMol25 entry of this formula, charge and spin) readings, ordered: 6.7; 107.7 kcal per mole
Highest occupied orbital energy readings, ordered: -3.69; -8.84 eV
Molar mass readings, ordered: 710.31; 129.18 g/mol